8 unconnected molecules or ions with the total composition C42H106N6O14 in a non-equilibrium geometry. Source: the Open Molecules 2025 dataset; level of theory: ωB97M-V with the def2-TZVPD basis set.

Atoms and positions in Å:
C: -0.84380 5.56369 -0.75816
C: -1.04654 5.30916 0.74604
C: -1.11967 3.86399 1.11499
O: 0.04754 5.84909 1.42581
H: -0.89388 6.62446 -1.00387
H: -1.68282 5.07379 -1.25228
H: 0.06456 5.10621 -1.15019
H: -1.94655 5.78335 1.13749
H: -2.03283 3.40131 0.74061
H: -1.07910 3.64735 2.18247
H: -0.23812 3.38911 0.68435
H: 0.82409 5.39744 1.08732
C: 0.43273 -0.60112 -0.24446
C: -0.70256 0.13960 -0.99027
C: -1.95274 0.46153 -0.23579
O: -0.20027 1.45487 -1.33509
H: 1.27646 -0.43885 -0.91520
H: 0.13313 -1.60419 0.05915
H: 0.71697 -0.16677 0.71399
H: -1.00153 -0.41818 -1.87774
H: -2.82457 0.67397 -0.85456
H: -1.76105 1.35806 0.35377
H: -2.26858 -0.35242 0.41678
H: -0.68381 1.78109 -2.09756
C: -6.00915 0.41015 -7.17360
O: -6.11963 1.54493 -6.17910
C: -4.89565 2.04793 -5.59156
C: -4.43489 1.40698 -4.28413
N: -3.10844 1.84229 -3.72136
C: -3.11646 3.23322 -3.29398
C: -1.99948 4.06390 -3.98025
O: -0.75400 3.58850 -3.45068
C: 0.40580 3.89871 -4.25243
H: -5.42206 -0.45627 -6.86905
H: -5.61616 0.81212 -8.10745
H: -7.00412 0.03103 -7.40686
H: -5.16288 3.05512 -5.27177
H: -4.02341 2.23047 -6.21925
H: -4.42977 0.32121 -4.37988
H: -5.25678 1.61727 -3.59975
H: -2.35174 1.64677 -4.36111
H: -3.05830 3.29017 -2.20703
H: -4.06377 3.76743 -3.36698
H: -2.17843 5.13425 -3.87812
H: -1.97731 3.89452 -5.05678
H: 1.24224 3.56615 -3.63771
H: 0.53519 4.97769 -4.16783
H: 0.31318 3.65594 -5.31100
C: -0.19804 -3.84312 5.79978
O: 0.19670 -2.42435 5.77449
C: -0.51794 -1.63637 4.76933
C: 0.39169 -0.55166 4.18690
N: 1.39809 -1.09711 3.27654
C: 2.47687 -1.82290 3.96067
C: 3.90856 -1.43621 3.46014
O: 4.22871 -2.20084 2.38177
C: 3.63395 -1.89952 1.11246
H: -1.26744 -4.05398 5.79413
H: 0.29174 -4.30557 6.65673
H: 0.24319 -4.48982 5.04136
H: -1.44084 -1.29870 5.24085
H: -0.83741 -2.29064 3.95817
H: 0.82013 -0.07531 5.06873
H: -0.13704 0.21384 3.61897
H: 0.91814 -1.66637 2.59412
H: 2.27234 -2.89214 4.01546
H: 2.48593 -1.56871 5.02057
H: 4.52378 -1.71695 4.31500
H: 4.11006 -0.38008 3.28102
H: 3.01551 -2.78268 0.95228
H: 4.34739 -1.85634 0.28951
H: 2.98180 -1.02615 1.10769
C: 1.39695 -4.14587 -3.08193
O: 2.83771 -4.07732 -2.94689
C: 3.36635 -2.99057 -2.25382
C: 4.84516 -2.96949 -2.57886
N: 5.28875 -2.95689 -4.05311
C: 6.67244 -2.76648 -4.48567
C: 7.60716 -3.92685 -4.10587
O: 8.14726 -3.90414 -2.77079
C: 9.37807 -4.64716 -2.64736
H: 1.21394 -5.11386 -3.54842
H: 0.87608 -3.50580 -3.79404
H: 0.84138 -4.09856 -2.14534
H: 3.27191 -3.13759 -1.17791
H: 2.78709 -2.07952 -2.40397
H: 5.18030 -3.94937 -2.23884
H: 5.25181 -2.20601 -1.91566
H: 4.89301 -3.71648 -4.58838
H: 6.99250 -1.83765 -4.01351
H: 6.67172 -2.65581 -5.57004
H: 8.44412 -3.85343 -4.80028
H: 7.09002 -4.88601 -4.13216
H: 10.13154 -4.34937 -3.37654
H: 9.18808 -5.68954 -2.90316
H: 9.91696 -4.36068 -1.74424
C: -5.61023 -3.50030 3.00073
O: -5.85744 -2.49412 2.04291
C: -6.27312 -3.03769 0.73427
C: -5.16684 -3.79037 0.00654
N: -4.15101 -2.90500 -0.40751
C: -3.03178 -3.40872 -1.23357
C: -3.44193 -4.13528 -2.60864
O: -3.73213 -3.15599 -3.65719
C: -4.99629 -2.50796 -3.53350
H: -6.50210 -4.07129 3.25887
H: -5.32339 -3.20964 4.01134
H: -4.87658 -4.20409 2.60759
H: -6.56821 -2.17936 0.13070
H: -7.14272 -3.68956 0.81774
H: -5.62302 -4.24271 -0.87402
H: -4.76461 -4.63276 0.56929
H: -4.09515 -2.08378 0.17779
H: -2.58713 -4.17018 -0.59282
H: -2.19976 -2.76446 -1.51778
H: -4.26959 -4.84029 -2.53088
H: -2.51747 -4.69888 -2.73444
H: -5.69642 -3.34286 -3.50382
H: -5.08904 -1.95096 -4.46584
H: -5.14420 -1.86141 -2.66852
C: -4.19829 0.40146 2.83113
O: -4.86535 1.01965 3.88316
C: -4.26316 1.12481 5.06344
C: -5.26282 1.89681 5.83356
N: -5.24076 3.27029 5.36559
C: -6.34632 4.07492 5.91611
C: -6.27216 4.19160 7.46692
O: -7.47181 4.69519 7.96044
C: -7.74295 6.09207 7.90437
H: -3.40446 1.10435 2.57838
H: -4.83016 0.09286 1.99831
H: -3.92152 -0.58151 3.21227
H: -3.33671 1.69468 5.13436
H: -4.02495 0.18097 5.55387
H: -4.96965 1.79170 6.87812
H: -6.24601 1.42989 5.77507
H: -5.32469 3.27449 4.35909
H: -7.30811 3.75962 5.51157
H: -6.25700 5.12395 5.63387
H: -5.47033 4.88114 7.73091
H: -6.11522 3.16347 7.79313
H: -8.65638 6.38041 8.42458
H: -8.02763 6.57066 6.96735
H: -6.89706 6.68811 8.24685
C: 10.97287 1.36439 -0.50214
O: 10.79696 0.23169 -1.24041
C: 9.66103 -0.52525 -0.86723
C: 8.48450 -0.29578 -1.91374
N: 7.58586 0.80085 -1.54292
C: 6.69830 0.47657 -0.40435
C: 5.57824 1.60214 -0.45816
O: 4.40462 1.33556 -1.23255
C: 3.40432 2.38003 -1.11775
H: 10.13842 2.00448 -0.78863
H: 11.88351 1.89110 -0.78745
H: 11.13286 1.24807 0.56976
H: 9.33630 -0.37151 0.16186
H: 10.06797 -1.53252 -0.95614
H: 7.99287 -1.26494 -1.99828
H: 8.85080 -0.00648 -2.89874
H: 6.99635 1.20060 -2.25901
H: 7.31768 0.63087 0.47920
H: 6.32682 -0.54741 -0.44374
H: 6.06389 2.54607 -0.70560
H: 5.29771 1.70557 0.59003
H: 2.49441 1.78483 -1.19461
H: 3.29132 3.05619 -1.96518
H: 3.46914 2.88948 -0.15631

Values from the calculation:
- SMILES string = COCCNCCOC.COCCNCCOC.COCCNCCOC.COCCNCCOC.COCCNCCOC.COCCNCCOC.CC(C)O.CC(C)O
- energy above the lowest of the compared OMol25 structures with the same formula, charge and spin (kcal/mol) = 126.0
- HOMO energy (eV) = -8.10
- calculated total energy (hartree) = -3045.190828

Atom charges from the Löwdin analysis, given in e for atoms 1 to 99: -0.034 -0.509 -0.069 -0.046 0.083 0.058 0.079 0.141 0.070 0.087 0.077 0.084 -0.039 -0.449 -0.064 -0.076 0.069 0.074 0.061 0.127 0.077 0.052 0.063 0.052 -0.048 -0.187 -0.234 -0.192 -0.035 -0.211 -0.197 -0.241 -0.065 0.069 0.076 0.076 0.108 0.116 0.091 0.119 0.104 0.099 0.113 0.118 0.111 0.082 0.082 0.091 -0.091 -0.206 -0.199 -0.197 -0.055 -0.180 -0.240 -0.182 -0.075 0.079 0.080 0.072 0.107 0.108 0.120 0.108 0.086 0.118 0.104 0.114 0.122 0.082 0.062 0.074 -0.087 -0.179 -0.254 -0.138 -0.056 -0.198 -0.206 -0.221 -0.102 0.081 0.081 0.076 0.089 0.120 0.113 0.097 0.092 0.101 0.113 0.109 0.122 0.073 0.085 0.084 -0.125 -0.200 -0.154